Entry 1:
Formula: C35H27N3O5PReS2Se2
Source: the OMol25 dataset
Level of theory: ωB97M-V with the def2-TZVPD basis set

Geometry (Å):
Re 1.48 0.69 0.27
C -1.35 0.41 3.67
C -0.72 0.88 2.39
N 0.23 0.15 1.85
N 0.35 -1.12 2.42
C 1.48 -1.71 2.22
S 2.77 -1.09 1.28
S 1.67 -3.21 3.14
C 2.75 -4.20 2.07
C 2.14 -4.55 0.74
C 2.75 -4.15 -0.44
C 2.18 -4.46 -1.67
C 1.01 -5.19 -1.73
C 0.40 -5.61 -0.55
C 0.96 -5.28 0.67
C -1.23 2.10 1.78
C -2.25 2.84 2.42
C -2.86 3.91 1.81
C -2.50 4.27 0.51
C -1.53 3.57 -0.15
C -0.86 2.50 0.48
O 0.06 1.88 -0.21
H -0.68 -0.24 4.21
H -2.26 -0.16 3.47
H -1.61 1.25 4.31
H 2.92 -5.10 2.66
H 3.71 -3.71 1.94
H 3.65 -3.55 -0.40
H 2.65 -4.11 -2.59
H 0.56 -5.43 -2.69
H -0.53 -6.17 -0.59
H 0.47 -5.59 1.59
H -2.57 2.57 3.42
H -3.63 4.46 2.34
H -2.99 5.10 0.02
H -1.22 3.80 -1.17
O 5.32 6.19 2.56
C 4.39 5.72 3.24
O 3.89 6.09 4.31
C 3.69 4.49 2.60
C 2.61 3.89 3.23
C 1.99 2.80 2.65
N 2.40 2.29 1.48
C 3.45 2.86 0.88
C 4.12 3.95 1.39
C 3.87 2.18 -0.39
O 4.78 2.52 -1.08
O 3.08 1.13 -0.69
H 2.27 4.29 4.17
H 1.15 2.31 3.12
H 4.97 4.38 0.88
Se 0.04 1.56 -3.80
P -0.69 -0.05 -2.66
Se 0.69 -1.09 -1.25
C -2.20 0.39 -1.72
C -2.48 -0.17 -0.47
C -3.63 0.21 0.21
C -4.51 1.12 -0.34
C -4.24 1.67 -1.59
C -3.08 1.30 -2.27
C -1.24 -1.47 -3.67
C -0.95 -1.51 -5.03
C -1.33 -2.62 -5.78
C -2.00 -3.67 -5.19
C -2.29 -3.63 -3.83
C -1.91 -2.53 -3.07
H -1.79 -0.87 -0.03
H -3.83 -0.22 1.19
H -5.40 1.42 0.20
H -4.91 2.39 -2.03
H -2.84 1.75 -3.23
H -0.43 -0.68 -5.48
H -1.10 -2.65 -6.84
H -2.30 -4.53 -5.78
H -2.82 -4.45 -3.36
H -2.13 -2.51 -2.01

<S²> ... 0.756
Net charge ... -1
Orbital gap (spin up / spin down) ... 0.237 / 0.238 Ha
2S+1 ... 2

Entry 2:
Formula: C35H28AsI2N2O4PPd
Source: the OMol25 dataset
Level of theory: ωB97M-V with the def2-TZVPD basis set

Geometry (Å):
Pd -0.64 -2.09 1.08
I -1.96 6.45 -1.16
C -1.18 5.18 0.31
C -1.29 5.54 1.64
C -0.83 4.71 2.63
I -1.11 5.31 4.63
C -0.23 3.46 2.32
C 0.25 2.54 3.27
C 0.76 1.34 2.86
C 0.81 1.06 1.49
N 0.40 1.90 0.57
C -0.12 3.09 0.95
C -0.62 3.95 -0.15
O -0.54 3.62 -1.35
H -1.76 6.48 1.90
H 0.19 2.78 4.32
H 1.11 0.59 3.56
H 1.18 0.10 1.15
O 1.45 -1.87 3.29
N 1.59 -3.03 2.88
O 2.42 -3.80 3.38
O 0.87 -3.45 1.92
C -3.87 -1.85 0.13
C -5.10 -1.11 -0.41
As -6.02 -0.01 0.96
C -7.77 0.09 0.06
C -8.93 0.22 0.82
C -10.17 0.37 0.21
C -10.27 0.40 -1.18
C -9.12 0.28 -1.94
C -7.88 0.12 -1.33
C -6.45 -1.50 2.16
C -7.28 -2.56 1.82
C -7.48 -3.62 2.70
C -6.85 -3.62 3.94
C -6.02 -2.56 4.29
C -5.83 -1.50 3.41
P -2.22 -1.00 0.11
C -2.73 0.61 0.82
C -2.71 0.71 2.22
C -3.16 1.85 2.86
C -3.63 2.93 2.12
C -3.63 2.86 0.74
C -3.19 1.71 0.09
C -2.06 -0.57 -1.67
C -2.66 -1.32 -2.68
C -2.47 -1.00 -4.02
C -1.68 0.09 -4.37
C -1.08 0.84 -3.37
C -1.25 0.50 -2.03
H -3.73 -2.79 -0.40
H -4.01 -2.15 1.17
H -5.84 -1.82 -0.79
H -4.82 -0.44 -1.23
H -8.86 0.20 1.90
H -11.06 0.47 0.82
H -11.23 0.52 -1.65
H -9.18 0.31 -3.03
H -6.99 0.03 -1.95
H -7.77 -2.57 0.85
H -8.12 -4.44 2.41
H -7.00 -4.44 4.62
H -5.52 -2.56 5.25
H -5.17 -0.68 3.68
H -2.29 -0.12 2.78
H -3.12 1.91 3.94
H -3.94 3.83 2.63
H -3.94 3.72 0.15
H -3.18 1.69 -0.99
H -3.28 -2.17 -2.44
H -2.94 -1.59 -4.79
H -1.55 0.36 -5.41
H -0.48 1.72 -3.60
H -0.76 1.11 -1.28

Net charge ... -2
Orbital gap ... 0.197 Ha
2S+1 ... 1

Entry 3:
Formula: C35H28AsN2O4Pb
Source: the OMol25 dataset
Level of theory: ωB97M-V with the def2-TZVPD basis set

Geometry (Å):
Pb 0.18 -1.69 -1.35
C 3.98 0.86 -2.46
O 4.67 0.96 -1.24
C 4.06 0.64 -0.05
C 4.82 0.94 1.06
C 4.38 0.64 2.34
C 3.13 0.10 2.50
C 2.30 -0.22 1.40
C 1.02 -0.77 1.72
N 0.15 -1.35 0.96
N -0.93 -1.84 1.62
C -1.77 -2.56 0.92
O -1.71 -2.84 -0.31
C -2.89 -3.12 1.74
C -2.90 -2.98 3.13
C -3.87 -3.58 3.89
C -4.87 -4.34 3.28
C -4.89 -4.46 1.90
C -3.90 -3.85 1.14
C 2.78 0.00 0.07
O 2.12 -0.33 -0.98
H 4.66 1.29 -3.20
H 3.05 1.43 -2.43
H 3.75 -0.17 -2.71
H 5.79 1.39 0.90
H 5.01 0.83 3.19
H 2.75 -0.11 3.49
H 0.76 -0.73 2.78
H -2.11 -2.40 3.59
H -3.86 -3.46 4.97
H -5.61 -4.84 3.88
H -5.67 -5.03 1.42
H -3.91 -3.96 0.06
C 3.64 6.62 -0.88
C 3.27 5.82 -1.95
C 2.53 4.67 -1.73
C 2.15 4.30 -0.45
C 2.53 5.10 0.62
C 3.27 6.25 0.40
As 1.04 2.66 -0.31
C 0.39 2.99 1.50
C 1.05 2.74 2.69
C 0.44 3.02 3.90
C -0.85 3.54 3.92
C -1.52 3.79 2.74
C -0.90 3.53 1.52
C -1.44 3.85 0.21
C -2.69 4.41 -0.04
C -3.04 4.75 -1.33
C -2.17 4.52 -2.39
C -0.94 3.93 -2.15
C -0.57 3.60 -0.86
H 4.20 7.52 -1.04
H 3.56 6.10 -2.95
H 2.25 4.04 -2.57
H 2.26 4.82 1.63
H 3.57 6.87 1.24
H 2.05 2.32 2.68
H 0.96 2.84 4.83
H -1.33 3.76 4.87
H -2.52 4.20 2.77
H -3.39 4.57 0.77
H -4.01 5.19 -1.52
H -2.46 4.79 -3.39
H -0.28 3.70 -2.97
C -2.29 0.62 -0.77
C -1.14 0.34 -1.72
O -0.87 1.16 -2.58
H -2.91 1.45 -1.11
H -1.85 0.87 0.20
H -2.89 -0.28 -0.63

Net charge ... -1
Orbital gap ... 0.242 Ha
2S+1 ... 1

Let's list calculated total energy in order: -215229.28407, -137727.73290, -114007.05927 eV.
Let's list ΔE to the lowest compared entry with this formula, charge and spin in order: 6.29, 0.48, 0.38 kcal/mol.